DFT (ωB97M-V/def2-TZVPD) results for a cluster of 9 separate species, C4H25N2O9S in total.

Each line ends with the Mulliken charge.
Positions of all 41 atoms, in Å:
N1 0.1958 -0.7856 -0.3482  0.073
C1 1.0679 0.3122 0.0350  0.033
C2 1.8134 0.8506 -1.2306  -0.494
S1 3.3702 -0.1347 -1.3168  -0.567
C3 0.1842 1.4590 0.5400  0.118
N2 0.6717 2.4538 1.3011  -0.112
C4 2.0960 2.6727 1.5621  -0.918
O1 -1.0390 1.4686 0.3082  -0.623
H1 0.3618 -1.1359 -1.2827  0.254
H2 0.3754 -1.5160 0.3176  0.343
H3 1.7649 0.0664 0.8228  -0.570
H4 1.2403 0.6321 -2.1266  0.318
H5 2.1456 1.8836 -1.1572  0.297
H6 0.1205 3.1990 1.6871  0.304
H7 2.2672 2.5160 2.6295  0.309
H8 2.7099 1.9593 1.0103  0.311
H9 2.4232 3.6703 1.2656  0.292
H10 2.6933 -2.7433 0.2128  0.341
H11 3.8264 -1.7623 0.2079  0.175
O2 3.5140 -2.5661 0.6715  -0.710
H12 -2.3163 1.4640 -2.2882  0.256
H13 -1.2217 0.8293 -1.4431  0.196
O3 -1.7044 0.7251 -2.2900  -0.598
H14 -2.8369 -2.9111 0.5611  0.369
H15 -3.1085 -3.6309 1.8383  0.296
O4 -3.2941 -3.7077 0.8944  -0.684
H16 -3.2007 -1.6255 -1.4346  0.233
H17 -2.0204 -1.1776 -0.5302  0.426
O5 -2.9060 -1.5698 -0.5459  -0.653
H18 -3.0877 1.6404 0.3249  0.395
H19 -4.0713 0.4608 0.0383  0.321
O6 -3.9773 1.4173 0.0399  -0.664
H20 -0.1728 -0.5082 2.4078  0.337
H21 -1.3051 -0.8721 1.4835  0.308
O7 -0.9786 -1.0265 2.3674  -0.691
H22 3.1209 -0.5857 2.3447  0.293
H23 2.4287 -1.9442 2.3523  0.357
O8 2.4887 -1.1134 2.8392  -0.667
H24 -0.7275 1.1477 -4.8783  0.295
H25 -1.5560 0.0450 -4.1675  0.349
O9 -1.3556 0.4433 -5.0232  -0.648

F_max in eV Å⁻¹: 2.59
E_tot in Eh: -1352.3578
Charge: -1
LUMO level in eV: 2.69
ΔE to the lowest compared entry with this formula, charge and spin in kJ/mol: 140.5
Multiplicity: 1
Molecular weight in u: 277.32

---

DFT (ωB97M-V/def2-TZVPD) results for a structure of composition C40H58BiClF9O10P3.

Each line ends with the Mulliken charge.
Positions of all 122 atoms, in Å:
Bi1 0.3178 0.3719 1.0292  2.090
C1 3.0161 2.9365 2.1326  -0.722
O1 1.6759 3.0491 1.6358  -0.085
C2 1.0305 4.1192 2.2536  -0.761
C3 0.1939 3.6455 3.4387  -0.602
O2 -1.0211 3.1602 3.0011  -0.038
C4 -1.8900 2.9524 4.1034  -0.630
C5 -3.1920 2.3564 3.7215  -0.304
O3 -4.1772 3.3899 3.3822  -0.245
C6 -4.7867 3.9844 4.5680  -0.782
H1 3.0878 2.7621 3.2255  0.346
H2 3.6384 3.8143 1.8109  0.371
H3 3.4691 2.0869 1.5329  0.028
H4 0.3151 4.5987 1.6163  0.271
H5 1.7472 4.8681 2.5741  0.462
H6 0.0912 4.4373 4.1566  0.544
H7 0.6824 2.7942 4.0397  0.215
H8 -2.1252 3.9635 4.5168  0.347
H9 -1.4702 2.4466 4.9959  0.401
H10 -3.5507 1.8150 4.6336  0.472
H11 -3.1785 1.7983 2.8181  -0.099
H12 -5.0743 3.1458 5.2268  0.340
H13 -5.6848 4.5088 4.3073  0.262
H14 -4.1010 4.6888 5.0417  0.296
C7 -1.9637 -2.1615 -4.9509  -1.218
C8 -2.2695 -2.6792 -3.5557  0.710
C9 -1.9618 -4.1190 -3.4326  -1.106
O4 -1.3862 -1.9571 -2.5829  0.473
P1 -1.7867 -0.8125 -1.6071  -0.776
O5 -0.9348 -1.0168 -0.3737  -0.175
C10 -1.4959 0.7805 -2.3826  -0.708
P2 -1.3551 2.2865 -1.3455  -0.401
O6 -1.1350 1.8789 0.1031  0.048
O7 -2.7070 2.9962 -1.5996  -0.241
C11 -3.6306 3.9802 -0.9598  0.777
C12 -4.7834 4.1637 -1.9531  -1.553
C13 -4.0709 3.3249 0.3462  -0.805
O8 -0.1104 3.1782 -1.8723  -0.180
C14 0.0272 4.0805 -3.0547  0.621
C15 0.0175 5.5012 -2.5435  -1.324
C16 1.3292 3.7165 -3.6990  -1.461
O9 -3.3076 -0.8487 -1.1991  0.017
C17 -4.2497 -1.9065 -0.6898  0.592
C18 -3.8477 -2.0834 0.7359  -0.682
C19 -5.6932 -1.3485 -0.9365  -1.361
H15 -2.6689 -2.6159 -5.6096  0.491
H16 -0.9566 -2.5264 -5.3139  0.079
H17 -2.0656 -1.0875 -5.0961  0.349
H18 -3.3065 -2.4890 -3.2793  0.305
H19 -0.8767 -4.2107 -3.5674  0.002
H20 -2.4568 -4.7488 -4.1526  0.496
H21 -2.4083 -4.5515 -2.4717  0.272
H22 -2.3785 0.9708 -3.0021  0.647
H23 -0.6814 0.6733 -3.1091  0.658
H24 -2.9700 4.8809 -0.8531  0.223
H25 -5.2357 3.1599 -1.9684  0.300
H26 -4.3956 4.4513 -2.9261  0.383
H27 -5.4953 4.8466 -1.6106  0.492
H28 -4.3131 2.2882 0.2498  0.042
H29 -4.9421 3.8760 0.7178  0.542
H30 -3.2888 3.4004 1.1136  -0.086
H31 -0.8667 3.8752 -3.6643  0.396
H32 0.9561 5.6228 -1.9365  0.290
H33 -0.8870 5.7488 -1.9609  0.257
H34 0.1241 6.1750 -3.3914  0.478
H35 2.1625 3.9164 -2.9852  0.296
H36 1.5157 4.4535 -4.5128  0.500
H37 1.3509 2.6949 -4.1163  0.298
H38 -4.0630 -2.8291 -1.2627  0.139
H39 -3.8198 -1.0709 1.1706  0.040
H40 -2.8461 -2.5776 0.7743  0.066
H41 -4.5781 -2.7578 1.1920  0.531
H42 -5.7054 -0.3244 -0.5732  0.216
H43 -6.4542 -1.9432 -0.4764  0.435
H44 -5.9401 -1.2703 -1.9968  0.363
O10 1.5273 1.1687 -1.0068  -0.127
H45 2.0671 0.5671 -1.5696  0.236
H46 1.1310 1.8604 -1.5911  -0.073
Cl1 -1.0314 -0.4528 3.1323  -0.637
F1 8.0172 1.4242 1.5974  -0.254
C20 7.3820 0.7384 2.5816  0.722
F2 7.1606 1.6230 3.5822  -0.259
F3 8.3374 -0.1761 3.0344  -0.247
C21 6.1180 0.0497 2.1363  0.409
C22 6.1631 -0.7848 0.9899  -1.301
C23 5.0030 -1.4254 0.6146  0.178
C24 3.8123 -1.2940 1.2881  1.001
C25 3.8565 -0.6665 2.5335  -1.039
C26 4.9870 0.0601 2.9811  -1.120
P3 2.1781 -1.8440 0.8229  0.123
C27 2.2675 -2.2977 -0.8851  1.572
C28 3.0355 -1.6196 -1.8314  -1.134
C29 3.0968 -1.9995 -3.1205  -1.079
C30 2.3831 -3.1263 -3.5358  0.041
C31 1.6673 -3.8964 -2.6387  -1.033
C32 1.5984 -3.4546 -1.3131  -1.041
C33 2.2382 -3.4303 -4.9896  0.560
F4 1.0558 -2.8991 -5.4702  -0.293
F5 3.2739 -2.9057 -5.7995  -0.286
F6 2.1209 -4.7450 -5.2137  -0.259
C34 1.8695 -3.4429 1.6718  0.099
C35 0.7993 -3.7660 2.4825  0.207
C36 0.7131 -5.0020 3.0467  -0.932
C37 1.6897 -5.9525 2.8302  0.124
C38 2.8534 -5.6159 2.1006  -0.835
C39 2.9579 -4.3310 1.5918  -0.551
C40 1.5695 -7.3091 3.5124  0.789
F7 2.4634 -8.0930 2.8370  -0.260
F8 0.2952 -7.8633 3.4892  -0.252
F9 1.9082 -7.2906 4.7999  -0.225
H47 7.1021 -0.9072 0.4495  0.458
H48 5.0590 -2.1458 -0.1991  0.573
H49 2.9776 -0.6865 3.1883  0.495
H50 4.9510 0.7619 3.8166  0.560
H51 3.6638 -0.7136 -1.5659  0.958
H52 3.7165 -1.4936 -3.9150  0.499
H53 1.2445 -4.8496 -2.8930  0.764
H54 0.9773 -3.9854 -0.6077  0.359
H55 0.1165 -2.9510 2.7970  0.306
H56 -0.1641 -5.2701 3.5569  0.538
H57 3.7170 -6.2447 2.0495  0.515
H58 3.8656 -4.0010 1.0410  0.227

F_max in eV Å⁻¹: 3.09
E_tot in Eh: -4908.7546
Charge: +2
LUMO level in eV: -5.52
ΔE to the lowest compared entry with this formula, charge and spin in kJ/mol: 205.3
Multiplicity: 1
Molecular weight in u: 1207.23

---

DFT (ωB97M-V/def2-TZVPD) results for a structure of composition C40H42CaNOP2.

Each line ends with the Mulliken charge.
Positions of all 87 atoms, in Å:
Ca1 0.4541 1.7147 1.0085  1.726
C1 5.0123 -2.0422 3.1428  -0.459
C2 4.2330 -2.0641 2.0520  0.382
C3 3.4776 -3.2022 1.4403  -1.215
C4 1.9749 -3.2051 1.7853  -0.326
C5 1.6350 -2.9264 3.2377  -0.417
C6 2.4243 -3.2230 4.2816  -0.334
C7 3.7533 -3.9297 4.3481  -1.022
C8 4.9220 -2.9212 4.3555  -0.791
C9 -0.6315 0.5591 2.6644  -1.292
H1 5.8375 -1.3202 3.2031  0.952
H2 4.1124 -1.1641 1.4510  -0.358
H3 3.9196 -4.1768 1.6784  0.415
H4 3.5470 -3.0900 0.3386  0.453
H5 1.4862 -2.4632 1.1354  0.115
H6 1.5502 -4.1961 1.5192  0.359
H7 0.5568 -2.7425 3.4363  0.410
H8 2.0393 -3.0014 5.2840  0.378
H9 3.9262 -4.6999 3.5884  0.339
H10 3.7983 -4.4979 5.2957  0.441
H11 4.8300 -2.2829 5.2508  0.243
H12 5.8634 -3.4654 4.5230  0.408
H13 -0.3853 1.2079 3.5415  0.225
H14 -0.7073 -0.4645 3.0830  0.084
H15 -1.6556 0.8409 2.3137  0.251
P1 -0.6839 2.0516 -2.8428  -0.023
P2 -3.5543 0.9190 -1.5313  0.039
C10 -1.3631 0.3715 -3.1689  -0.527
C11 -2.6303 0.0115 -2.8181  -0.859
C12 -0.4530 2.5888 -4.6304  0.242
C13 -0.3220 1.7075 -5.7140  0.143
C14 -0.3869 2.1845 -7.0298  -0.669
C15 -0.5498 3.5503 -7.2664  -0.357
C16 -0.5745 4.4497 -6.1953  -0.538
C17 -0.5327 3.9720 -4.8874  -0.489
C18 0.9426 1.4204 -2.3503  0.319
C19 0.9303 0.6978 -1.1319  -1.443
C20 2.1443 0.3594 -0.5146  0.357
C21 3.3582 0.6224 -1.1692  -1.054
C22 3.3438 1.1890 -2.4425  -1.081
C23 2.1411 1.6028 -3.0274  -0.234
C24 -5.2208 0.8486 -2.3944  0.268
C25 -5.2962 1.4376 -3.6741  -0.424
C26 -6.4872 1.4188 -4.4025  -0.634
C27 -7.6272 0.8024 -3.8710  -0.419
C28 -7.5695 0.2272 -2.5988  -0.555
C29 -6.3800 0.2622 -1.8588  -0.264
C30 -3.7996 -0.3160 -0.2057  0.615
C31 -4.1703 0.1494 1.0754  -0.654
C32 -4.3699 -0.7589 2.1160  -0.545
C33 -4.1970 -2.1337 1.8925  -0.492
C34 -3.8457 -2.5927 0.6204  -0.719
C35 -3.6229 -1.6852 -0.4198  0.097
H16 -0.6732 -0.3884 -3.6028  0.561
H17 -3.1467 -0.8422 -3.2981  0.732
H18 -0.1724 0.6428 -5.5441  0.309
H19 -0.3267 1.4973 -7.8747  0.356
H20 -0.6532 3.9318 -8.2787  0.369
H21 -0.6365 5.5254 -6.3597  0.355
H22 -0.5524 4.6512 -4.0339  0.330
H23 -0.0373 0.3597 -0.6761  1.068
H24 2.1501 -0.0847 0.5021  0.312
H25 4.3008 0.3772 -0.6662  0.285
H26 4.2668 1.2450 -3.0242  0.323
H27 2.1415 2.0583 -4.0174  0.346
H28 -4.4092 1.9129 -4.0991  0.388
H29 -6.5243 1.8751 -5.3938  0.370
H30 -8.5587 0.7869 -4.4361  0.352
H31 -8.4479 -0.2666 -2.1800  0.366
H32 -6.3514 -0.1689 -0.8568  0.283
H33 -4.2897 1.2234 1.2444  0.423
H34 -4.6652 -0.3849 3.1019  0.388
H35 -4.3655 -2.8336 2.7135  0.378
H36 -3.7480 -3.6640 0.4431  0.388
H37 -3.3158 -2.0524 -1.3947  0.352
O1 2.2778 1.2177 2.2062  -0.529
N1 2.9946 1.3593 3.3534  0.148
C36 4.2642 0.8915 3.4257  -0.306
C37 4.8715 0.7933 4.6707  -0.832
C38 4.1895 1.2735 5.7898  -0.170
C39 2.9188 1.8438 5.6556  -0.881
C40 2.3407 1.9071 4.4035  -0.079
H38 4.7059 0.6024 2.4798  0.861
H39 5.8437 0.3203 4.7925  0.445
H40 4.6795 1.2011 6.7604  0.399
H41 2.3733 2.2690 6.4973  0.386
H42 1.3581 2.3181 4.1791  0.457

F_max in eV Å⁻¹: 3.00
E_tot in Eh: -3039.4458
LUMO level (spin up / spin down) in eV: -0.51 / -0.57
ΔE to the lowest compared entry with this formula, charge and spin in kJ/mol: 82.1
Multiplicity: 2
Molecular weight in u: 654.81